1.
Here is C22H37BrEuO4Si as an isolated structure from the Open Molecules 2025 dataset. Energies are from wB97M-V/def2-TZVPD.

Geometry as XYZ:
```
66
Properties=species:S:1:pos:R:3:forces:R:3:nbo_charge:R:1
C -1.19612 -1.26932 -4.92165 -0.148 -0.524 0.259 -0.30
C -1.37473 -2.33168 -3.98696 -0.389 0.611 0.005 -0.38
C -2.16336 -1.82122 -2.90359 0.068 -0.038 -0.051 -0.45
H -0.97286 -3.33829 -4.07216 -0.156 0.264 0.023 0.24
C -2.45606 -0.44545 -3.17893 0.490 -0.454 -0.355 -0.36
C -1.86209 -0.12169 -4.43497 -0.218 -0.164 0.533 -0.30
H -1.99020 0.82143 -4.97357 0.275 -0.331 0.358 0.22
H -0.70267 -1.35951 -5.89660 -0.067 0.121 0.630 0.22
H -2.52428 -2.39622 -2.04130 0.167 0.238 -0.406 0.23
H -3.08700 0.20644 -2.58060 0.204 -0.099 -0.087 0.22
Eu 0.28160 -0.95948 -2.28093 1.212 1.865 -1.908 1.78
Br 1.39328 -3.45850 -1.97467 0.018 -0.066 0.154 -0.64
C 2.63309 0.98516 -2.89862 -0.334 -0.378 -0.784 -0.34
C 1.72621 1.71138 -3.73843 0.377 -0.669 0.362 -0.35
C 1.45818 0.92406 -4.89015 0.434 -0.559 0.439 -0.32
H 1.32437 2.70382 -3.52391 0.135 -0.349 -0.097 0.20
C 2.17306 -0.30668 -4.77224 -0.170 0.517 0.760 -0.37
C 2.90936 -0.27493 -3.53297 -1.061 0.679 -0.104 -0.39
H 3.54301 -1.06610 -3.15269 0.070 0.112 -0.069 0.22
H 3.08439 1.34936 -1.97447 -0.297 -0.194 -0.279 0.21
H 0.83900 1.21645 -5.73821 0.086 -0.119 0.314 0.20
H 2.20397 -1.10913 -5.50617 -0.064 0.165 0.199 0.21
C 1.62134 3.30197 0.99528 -0.047 0.249 0.106 -0.64
C 1.93969 2.12092 1.90610 -0.826 -0.575 0.122 0.29
C 3.19066 1.43906 1.35682 0.211 -0.213 -0.006 -0.64
C 2.09943 2.55953 3.36266 0.226 0.159 -0.032 -0.62
O 0.79676 1.20074 1.97961 0.656 0.544 -0.593 -0.95
Si -0.03400 0.38545 0.80513 -0.008 0.644 -0.029 2.47
O 0.62613 0.50152 -0.65606 -0.727 -0.783 0.474 -1.31
O -0.14800 -1.19200 1.27442 0.284 -0.584 0.613 -0.96
C 0.42970 -2.03177 2.32826 -0.158 0.449 -0.633 0.29
C 1.48611 -2.95710 1.73392 -0.009 -0.157 -0.213 -0.63
C 1.08916 -1.21007 3.41861 0.263 0.044 0.702 -0.63
C -0.70847 -2.86472 2.89979 -0.097 -0.108 0.204 -0.62
O -1.56531 1.03601 0.74986 -0.322 -0.443 0.157 -0.94
C -2.87875 0.67433 1.25577 1.017 0.231 -0.407 0.28
C -3.27851 -0.70818 0.74265 -0.172 -0.120 0.028 -0.64
C -2.84553 0.67621 2.78368 -0.129 0.052 0.078 -0.63
C -3.82942 1.75078 0.71116 -0.068 -0.193 0.179 -0.61
H 2.42785 4.05566 1.08195 -0.358 -0.300 -0.135 0.20
H 0.67260 3.76299 1.28787 0.107 -0.010 0.005 0.21
H 1.53494 2.96741 -0.04503 0.048 0.063 0.179 0.24
H 4.05000 2.11819 1.46670 -0.216 -0.130 -0.073 0.20
H 3.43960 0.51332 1.88897 -0.129 0.139 -0.007 0.20
H 3.06876 1.20146 0.29006 -0.049 0.037 0.344 0.24
H 1.17715 3.04220 3.70463 0.136 -0.048 -0.100 0.21
H 2.28330 1.69743 4.01689 0.026 0.137 -0.220 0.21
H 2.93047 3.27186 3.46250 -0.150 -0.149 0.028 0.20
H 2.31075 -2.38962 1.28670 -0.144 -0.022 0.127 0.22
H 1.88535 -3.59236 2.54364 -0.082 0.161 -0.357 0.20
H 1.06862 -3.58569 0.93912 0.059 0.087 0.216 0.24
H 0.40222 -0.50126 3.89145 0.078 -0.010 -0.204 0.22
H 1.44109 -1.89110 4.21115 -0.119 0.068 -0.242 0.20
H 1.96654 -0.66498 3.04959 -0.366 -0.129 0.062 0.22
H -1.46308 -2.24666 3.40610 0.220 -0.080 -0.134 0.20
H -1.20617 -3.44525 2.11526 0.131 0.107 0.069 0.22
H -0.28017 -3.56052 3.63330 -0.219 0.058 -0.096 0.20
H -2.58979 -1.47936 1.11597 -0.168 0.277 -0.188 0.23
H -4.28883 -0.94293 1.10282 0.122 -0.018 -0.058 0.20
H -3.30310 -0.73440 -0.35528 0.115 0.041 0.253 0.22
H -2.52519 1.65548 3.16481 0.024 -0.258 -0.116 0.21
H -3.85484 0.47547 3.16507 0.149 -0.010 0.032 0.20
H -2.16913 -0.10776 3.16160 -0.174 0.335 -0.163 0.21
H -3.52332 2.74716 1.05643 -0.026 -0.253 -0.081 0.21
H -3.83862 1.74390 -0.38841 0.083 -0.032 0.328 0.22
H -4.84812 1.54673 1.07228 0.175 0.112 -0.112 0.19
```
Forces are in eV/Å.

## Properties
2S+1 = 7
Frontier orbital gap (spin up / spin down) = 5.78 / 6.77 eV
HOMO level (spin up / spin down) = -4.2 / -4.2 eV
Charge = -1
<S²> = 12.0322
Maximum force = 0.057 hartree/bohr
Energy relative to the best compared isomer or geometry (same formula, charge and spin) = 0.0 kcal per mole



2.
Here is an isolated molecule of C4H10O2 from the Open Molecules 2025 dataset. Energies are from wB97M-V/def2-TZVPD.

Geometry as XYZ:
```
16
Properties=species:S:1:pos:R:3:forces:R:3:nbo_charge:R:1
O 1.56590 1.16726 -1.60168 0.799 -1.208 -1.008 -0.72
C 1.14451 0.44012 -0.44857 1.105 0.889 0.311 -0.09
C -0.34238 0.79959 -0.40775 1.215 -1.106 2.751 -0.44
C -0.84344 0.55060 0.99624 -2.967 -1.162 0.812 -0.44
C -0.52860 -0.94296 1.27495 -3.105 -0.713 2.335 -0.05
O -0.90386 -1.82580 0.22565 -1.970 -0.306 -0.949 -0.74
H 1.24699 0.55124 -2.29668 0.561 1.042 0.083 0.46
H 1.50772 -0.60155 -0.52152 -1.006 0.066 -0.304 0.18
H 1.75475 0.74802 0.46460 -1.019 0.454 -1.040 0.17
H -0.90657 0.15928 -1.05860 -0.193 0.081 -0.612 0.22
H -0.41129 1.83234 -0.59625 -0.142 1.142 -0.800 0.22
H -1.96538 0.62449 0.96935 0.600 -0.090 -0.038 0.19
H -0.64763 1.25722 1.84986 0.813 -0.727 -1.023 0.23
H -1.05636 -1.42233 2.23678 1.383 1.584 -1.535 0.16
H 0.51301 -1.01818 1.34340 1.486 -0.556 0.418 0.17
H -1.91207 -1.94628 0.12808 2.439 0.610 0.598 0.47
```
Forces are in eV/Å.

## Properties
2S+1 = 1
Frontier orbital gap = 10.71 eV
HOMO level = -9.9 eV
Maximum force = 0.077 hartree/bohr
Energy relative to the best compared isomer or geometry (same formula, charge and spin) = 48.5 kcal per mole
SMILES = OCCCCO



3.
Here is C12H12AlCrF6I2O5S as an isolated structure from the Open Molecules 2025 dataset. Energies are from wB97M-V/def2-TZVPD.

Geometry as XYZ:
```
40
Properties=species:S:1:pos:R:3:forces:R:3:nbo_charge:R:1
I 3.29693 -0.67346 -1.11069 -0.128 1.281 0.462 0.81
I 2.56431 2.04114 -0.22973 1.396 -1.097 -0.548 0.48
Cr -0.12534 1.90057 -0.34110 3.318 0.986 0.829 0.51
Al 0.32204 -1.02514 0.54727 -1.062 0.692 1.351 1.70
S -0.66047 0.01426 -1.24521 0.026 -1.420 0.466 -0.37
C -2.65336 -2.23806 -1.48653 -3.962 -2.475 2.048 0.43
C -1.41127 -1.95602 1.30658 -4.958 -2.006 2.054 0.45
C -0.45168 0.00689 -3.30545 0.015 -0.223 -2.240 0.23
C 0.43029 1.18558 -3.63955 0.177 0.275 0.816 -0.68
C -1.89414 0.12712 -3.77314 -0.195 0.255 0.910 -0.70
C 0.22055 -1.29086 -3.68396 -0.185 -0.426 0.608 -0.68
C -1.38918 2.04762 1.02965 -7.347 -0.922 4.397 0.56
C -1.14757 3.09297 -1.34643 -6.032 4.283 -5.248 0.55
O -2.43158 -2.28604 1.73468 5.045 1.609 -1.964 -0.19
O -3.56894 -2.73373 -0.97748 3.650 2.020 -2.165 -0.39
O -2.38169 1.92834 1.63558 5.228 0.847 -2.744 -0.22
O -1.92008 3.66279 -2.02622 4.428 -2.932 3.889 -0.21
H 0.53397 1.25255 -4.73402 -0.119 -0.002 0.259 0.33
H 1.42582 1.04103 -3.20093 0.010 0.042 -0.313 0.19
H 0.03834 2.13540 -3.25493 0.014 -0.110 -0.443 0.21
H -1.92767 0.07275 -4.87278 0.240 -0.025 0.187 0.33
H -2.33800 1.08811 -3.46964 0.107 -0.255 -0.236 0.24
H -2.50905 -0.68323 -3.36851 0.112 0.144 -0.320 0.26
H 0.39780 -1.29209 -4.77516 -0.115 0.078 0.356 0.32
H -0.38042 -2.17367 -3.42620 0.180 0.203 -0.157 0.27
H 1.19777 -1.35967 -3.17725 -0.016 -0.106 -0.246 0.18
C 2.41966 0.52203 3.51205 -0.211 -0.057 -0.355 -0.65
C 1.10280 -0.18842 3.20684 0.238 -0.247 2.573 0.11
O 0.61365 0.00708 1.91626 -0.094 -0.978 -2.905 -1.03
C 1.30852 -1.71136 3.48496 0.776 -1.101 2.391 0.96
F 1.75924 -1.97386 4.75306 -0.912 0.763 -2.620 -0.25
F 0.17483 -2.44725 3.29292 0.851 0.594 -0.374 -0.30
F 2.25018 -2.19339 2.60389 -0.895 0.338 -0.083 -0.32
C -0.00153 0.36519 4.18253 -0.661 0.496 2.294 0.97
F 0.36661 0.32529 5.50335 -0.287 -0.174 -2.496 -0.27
F -0.24748 1.67077 3.88253 0.273 -0.927 -0.248 -0.32
F -1.17617 -0.30640 4.06507 0.991 0.482 -0.337 -0.30
H 3.21441 0.12369 2.86935 -0.063 0.080 0.216 0.22
H 2.66438 0.32076 4.56037 0.153 0.186 -0.215 0.31
H 2.31353 1.60073 3.35796 0.016 -0.172 0.151 0.24
```
Forces are in eV/Å.

## Properties
2S+1 = 4
Frontier orbital gap (spin up / spin down) = 5.15 / 4.12 eV
HOMO level (spin up / spin down) = -23.7 / -23.4 eV
Charge = +4
<S²> = 3.9139
Maximum force = 0.176 hartree/bohr
Energy relative to the best compared isomer or geometry (same formula, charge and spin) = 83.1 kcal per mole



4.
Here is an isolated molecule of C4H5NO3 from the Open Molecules 2025 dataset. Energies are from wB97M-V/def2-TZVPD.

Geometry as XYZ:
```
13
Properties=species:S:1:pos:R:3:forces:R:3:nbo_charge:R:1
O 1.93043 1.21799 -0.47014 -3.670 0.250 3.057 -0.61
C 0.81303 1.13819 0.25201 6.812 7.162 -1.772 0.33
C 0.19827 -0.03331 0.33748 -5.353 -5.132 0.319 -0.09
N 0.78556 -1.22431 0.13387 -1.177 2.647 0.813 0.08
O 2.06353 -1.18550 -0.03950 1.972 -0.817 -0.578 -0.46
C -1.42094 -0.03621 0.57995 0.953 0.913 2.633 0.05
C -2.28573 -0.66701 -0.45969 -0.116 -1.170 2.410 -0.13
O -2.21662 0.76926 -0.28354 0.525 -1.136 -0.839 -0.49
H 0.55547 2.20414 0.85213 -0.016 -3.061 -1.680 0.19
H 2.48255 -0.24858 -0.17724 -1.560 -0.613 -0.019 0.50
H -1.74274 0.19459 1.74205 0.861 -1.158 -3.005 0.20
H -1.59836 -1.15406 -1.18469 -1.189 0.573 -0.190 0.21
H -3.24243 -1.24990 -0.08234 1.956 1.542 -1.150 0.21
```
Forces are in eV/Å.

## Properties
2S+1 = 1
Frontier orbital gap = 9.03 eV
HOMO level = -10.3 eV
Maximum force = 0.195 hartree/bohr
Energy relative to the best compared isomer or geometry (same formula, charge and spin) = 147.6 kcal per mole
SMILES = O=C/C(=N\O)[C@@H]1CO1



5.
Here is CH4NOS as an isolated structure from the Open Molecules 2025 dataset. Energies are from wB97M-V/def2-TZVPD.

Geometry as XYZ:
```
8
Properties=species:S:1:pos:R:3:forces:R:3:nbo_charge:R:1
S 0.46487 1.41294 -1.60626 -0.001 -0.432 -1.274 -0.89
H 0.54256 2.68426 -1.33635 0.056 1.102 0.304 0.09
C -0.71821 -0.98457 0.43227 0.135 -0.086 0.487 0.51
N 0.43730 -0.31828 0.69550 -1.555 -0.307 -0.927 -0.88
O -1.14509 -1.99977 1.01297 0.405 0.916 -0.651 -0.71
H -1.28523 -0.46897 -0.40398 0.356 -0.512 0.770 0.12
H 0.60709 0.46642 -0.07879 0.383 -0.717 1.159 0.39
H 1.09671 -0.79204 1.28464 0.220 0.036 0.133 0.37
```
Forces are in eV/Å.

## Properties
2S+1 = 1
Frontier orbital gap = 7.88 eV
HOMO level = -3.5 eV
Charge = -1
Maximum force = 0.036 hartree/bohr
Energy relative to the best compared isomer or geometry (same formula, charge and spin) = 6.8 kcal per mole



6.
Here is a 5-piece molecular cluster, C24H20F4INO13S overall from the Open Molecules 2025 dataset. Energies are from wB97M-V/def2-TZVPD.

Geometry as XYZ:
```
64
Properties=species:S:1:pos:R:3:forces:R:3:nbo_charge:R:1
O 2.46037 -1.83114 1.37791 -0.566 0.177 -0.541 -0.69
C 1.47308 -0.97156 0.94447 0.243 -0.601 0.798 0.34
C 0.33531 -0.82076 1.73298 -0.352 0.142 0.121 -0.31
C -0.67179 0.00393 1.29245 -1.460 0.484 0.026 -0.14
C -0.61491 0.71239 0.08973 0.504 -0.556 0.344 0.10
C 0.52575 0.53671 -0.66129 -0.162 0.604 -0.881 -0.21
C 1.55688 -0.29094 -0.24682 0.482 0.233 -0.589 -0.23
I 3.23162 -0.48501 -1.51386 -0.235 -0.075 0.364 0.13
N -1.68340 1.57016 -0.33166 -0.031 -0.080 0.698 -0.64
C -2.96578 0.89167 -0.26291 0.602 0.629 -0.673 0.18
C -3.76514 0.95557 -1.38450 -0.406 -0.427 0.203 -0.21
C -4.98015 0.27906 -1.33695 -0.048 0.528 -1.056 -0.22
C -5.37481 -0.39073 -0.20772 -0.657 -0.542 0.810 -0.21
C -4.58042 -0.44367 0.92848 0.103 0.038 -0.058 -0.22
C -3.36711 0.20919 0.87513 1.109 0.080 0.519 -0.20
S -2.18666 0.21462 2.23019 -0.042 -0.262 -0.003 0.26
H 1.96611 -2.52467 1.83632 0.519 -0.025 0.261 0.49
H 0.17700 -1.34248 2.67790 0.346 -0.084 -0.280 0.24
H 0.58169 1.07183 -1.60929 0.125 -0.128 0.197 0.25
H -1.71503 2.31498 0.37108 -0.024 0.087 -0.272 0.37
H -3.43399 1.50955 -2.25812 -0.022 -0.142 0.158 0.23
H -5.61753 0.28846 -2.22126 0.033 -0.064 0.273 0.22
H -6.31538 -0.92678 -0.18652 0.098 0.211 -0.144 0.24
H -4.88204 -1.00238 1.81181 0.055 0.132 -0.174 0.22
O -7.25194 -2.36883 -1.55347 -0.024 -0.256 -0.139 -0.56
C -6.63411 -3.37730 -1.46831 -0.230 0.329 -0.232 0.97
O -7.05117 -4.57507 -1.95409 0.264 0.120 0.216 -0.48
C -5.97873 -5.50339 -1.77860 -0.238 -0.439 -0.146 -0.13
C -5.19808 -4.87326 -0.65450 0.459 0.100 -0.214 0.45
F -3.87340 -5.13255 -0.76316 -0.003 0.030 0.095 -0.32
O -5.41587 -3.49050 -0.86459 -0.465 -0.304 0.123 -0.49
H -5.39740 -5.56692 -2.69987 0.159 0.096 0.112 0.21
H -6.35421 -6.49302 -1.52856 -0.208 0.111 -0.001 0.21
H -5.54111 -5.14870 0.34489 0.142 -0.015 0.028 0.16
O 0.04998 -3.61888 4.07711 0.091 0.082 -0.004 -0.55
C 1.13802 -3.70513 4.53742 -0.433 0.105 -0.025 0.97
O 2.26075 -3.22329 3.93791 -0.142 -0.309 0.348 -0.50
C 3.34210 -3.39558 4.85848 0.496 0.162 -0.324 -0.13
C 2.83480 -4.51427 5.73153 -0.028 0.217 0.454 0.44
F 3.29233 -4.39932 7.00027 -0.037 -0.090 -0.001 -0.32
O 1.43358 -4.30161 5.72577 0.233 -0.096 -0.521 -0.48
H 3.49600 -2.47048 5.41565 -0.084 -0.107 0.168 0.21
H 4.26234 -3.65046 4.33826 -0.144 0.007 -0.197 0.22
H 3.05264 -5.51598 5.35605 0.032 -0.026 0.134 0.16
O 6.78977 3.73589 -5.86176 -0.092 0.023 0.023 -0.56
C 5.91301 3.39648 -5.14164 0.232 0.238 -0.142 0.96
O 5.92994 3.53780 -3.78644 -0.203 -0.235 -0.507 -0.49
C 4.64205 3.13608 -3.30745 0.183 0.206 0.756 -0.14
C 4.16312 2.23913 -4.40459 -0.700 0.072 -0.290 0.45
F 2.81613 2.29549 -4.53246 0.010 -0.159 -0.088 -0.32
O 4.75182 2.80074 -5.56215 0.612 -0.053 0.484 -0.49
H 4.01064 4.01500 -3.17934 -0.144 -0.104 -0.182 0.22
H 4.72231 2.61878 -2.35331 0.207 0.025 -0.032 0.21
H 4.47708 1.19739 -4.30576 -0.152 -0.036 -0.035 0.15
O 1.73195 4.07671 -1.95686 0.133 -0.012 0.057 -0.55
C 2.08708 4.75993 -1.05731 -0.192 -0.385 -0.178 0.96
O 1.48193 4.81102 0.15673 0.265 0.203 -0.176 -0.48
C 2.28505 5.63957 1.00022 -0.308 0.023 0.411 -0.13
C 3.02955 6.48325 -0.00246 0.488 -0.111 0.093 0.44
F 4.26473 6.81332 0.44517 -0.009 0.061 -0.074 -0.32
O 3.15894 5.60743 -1.10749 -0.501 0.117 0.130 -0.50
H 2.95548 5.01472 1.59272 0.158 0.086 -0.116 0.21
H 1.66671 6.23053 1.67196 -0.173 -0.098 -0.121 0.21
H 2.50251 7.38728 -0.31354 0.128 0.061 0.013 0.16
```
Forces are in eV/Å.

## Properties
2S+1 = 1
Frontier orbital gap = 8.47 eV
HOMO level = -8.2 eV
Maximum force = 0.030 hartree/bohr
SMILES = Oc1cc2c(cc1I)Nc1ccccc1S2.O=C1OC[C@@H](F)O1.O=C1OC[C@@H](F)O1.O=C1OC[C@@H](F)O1.O=C1OC[C@@H](F)O1



Number 5 is which compound?
CH4NOS



Copy entry 5 word for word.
Here is CH4NOS as an isolated structure from the Open Molecules 2025 dataset. Energies are from wB97M-V/def2-TZVPD.

Geometry as XYZ:
```
8
Properties=species:S:1:pos:R:3:forces:R:3:nbo_charge:R:1
S 0.46487 1.41294 -1.60626 -0.001 -0.432 -1.274 -0.89
H 0.54256 2.68426 -1.33635 0.056 1.102 0.304 0.09
C -0.71821 -0.98457 0.43227 0.135 -0.086 0.487 0.51
N 0.43730 -0.31828 0.69550 -1.555 -0.307 -0.927 -0.88
O -1.14509 -1.99977 1.01297 0.405 0.916 -0.651 -0.71
H -1.28523 -0.46897 -0.40398 0.356 -0.512 0.770 0.12
H 0.60709 0.46642 -0.07879 0.383 -0.717 1.159 0.39
H 1.09671 -0.79204 1.28464 0.220 0.036 0.133 0.37
```
Forces are in eV/Å.

## Properties
2S+1 = 1
Frontier orbital gap = 7.88 eV
HOMO level = -3.5 eV
Charge = -1
Maximum force = 0.036 hartree/bohr
Energy relative to the best compared isomer or geometry (same formula, charge and spin) = 6.8 kcal per mole



Which value of 2S+1 does entry 3 give?
4



What is the formula in the sixth record?
C24H20F4INO13S